[1]
27
Properties=species:S:1:pos:R:3 method="wB97M-V/def2-TZVPD" gap_ev=9.05 relative_energy_kcal_mol=63.9 smiles="C[N@@H+]1C=C[C@](N)(c2cccc(Cl)c2)N1" total_charge=+1 energy_ha=-1012.9656 spin_multiplicity=1
C 2.24 0.00 -2.14
N 2.22 0.73 -0.87
C 2.68 0.03 0.25
C 1.74 -0.16 1.14
C 0.44 0.56 0.76
N 0.24 1.54 1.80
C -0.90 -0.20 0.62
C -1.05 -1.59 0.65
C -2.27 -2.18 0.50
C -3.44 -1.42 0.23
C -3.17 -0.06 0.03
Cl -4.41 1.02 -0.55
C -1.97 0.60 0.27
N 0.94 1.13 -0.54
H 1.76 -1.01 -1.81
H 1.66 0.40 -2.91
H 3.29 -0.03 -2.45
H 2.79 1.58 -0.98
H 3.72 -0.17 0.39
H 1.80 -0.65 2.13
H 0.92 2.25 1.53
H -0.64 1.88 1.93
H -0.06 -2.12 0.50
H -2.41 -3.32 0.32
H -4.41 -1.85 0.26
H -1.98 1.66 0.18
H 0.31 1.39 -1.26



[2]
25
Properties=species:S:1:pos:R:3 method="wB97M-V/def2-TZVPD" gap_ev=9.27 relative_energy_kcal_mol=30.5 smiles="CC1=C[C@@H]2[C@H](C(=O)Cl)[C@]2(C)CC1" total_charge=0 energy_ha=-924.1887 spin_multiplicity=1
C -1.03 2.88 -0.81
C -0.61 1.57 -0.28
C 0.73 1.25 -0.05
C 1.18 0.01 0.72
C 1.66 -1.22 -0.08
C 1.93 -1.03 -1.64
O 2.89 -0.27 -1.91
Cl 1.37 -2.07 -2.92
C 0.23 -1.11 0.61
C -0.12 -1.92 1.98
C -1.06 -0.82 -0.22
C -1.72 0.50 -0.09
H -0.14 3.27 -1.36
H -1.91 2.71 -1.44
H -1.24 3.51 0.04
H 1.47 2.01 -0.35
H 1.76 0.28 1.62
H 2.44 -1.84 0.39
H 0.63 -2.62 2.27
H -0.15 -1.33 2.90
H -1.04 -2.46 1.88
H -1.77 -1.58 0.03
H -0.90 -0.96 -1.26
H -2.42 0.67 -0.89
H -2.18 0.57 0.87



[3]
28
Properties=species:S:1:pos:R:3 method="wB97M-V/def2-TZVPD" gap_ev="5.27 / 5.26" relative_energy_kcal_mol=82.4 total_charge=+2 energy_ha=-1589.6072 spin_multiplicity=1
Cl -2.05 -1.74 0.09
C 1.64 -2.15 -1.57
C 2.43 -0.92 -1.43
C 1.57 0.20 -1.77
H 3.44 -0.86 -1.09
C 0.24 -0.32 -2.13
C 0.32 -1.78 -2.00
H -0.52 -2.43 -2.12
H 1.99 -3.14 -1.35
H 1.84 1.23 -1.76
C -0.92 0.45 -2.54
Pb 0.57 -0.81 0.26
C 2.17 -0.01 1.38
C 0.53 -2.15 1.77
O 3.01 0.43 2.05
O 0.37 -2.91 2.62
H -0.96 1.42 -2.04
H -1.84 -0.10 -2.30
H -0.89 0.62 -3.63
C -2.46 2.13 1.21
S -1.06 1.08 0.95
C -0.39 1.17 2.64
H -2.96 2.27 0.27
H -2.07 3.09 1.56
H -3.12 1.66 1.94
H 0.44 1.89 2.66
H -1.19 1.51 3.31
H -0.11 0.19 3.02



[4]
27
Properties=species:S:1:pos:R:3 method="wB97M-V/def2-TZVPD" gap_ev="7.19 / 6.96" relative_energy_kcal_mol=81.4 total_charge=0 energy_ha=-718.3997 spin_multiplicity=1
C -1.03 3.32 0.94
C -1.29 2.37 1.88
C -0.24 3.04 -0.14
C -0.44 1.29 1.83
C 0.42 1.85 -0.27
C 0.42 0.87 0.74
C -0.79 -3.25 -1.74
C -1.24 -0.89 -1.46
C 2.23 -0.54 -0.25
C 1.17 -0.28 0.83
N 0.85 -1.38 1.58
O -0.90 -2.11 -0.96
F 1.74 -0.50 -1.49
F 3.29 0.33 -0.28
H -1.43 4.28 1.11
H -2.01 2.62 2.72
H -0.20 3.77 -1.05
H -0.54 0.57 2.58
H 1.22 1.77 -1.00
H -1.65 -3.51 -2.27
H -0.69 -4.12 -1.03
H 0.14 -3.14 -2.43
H -1.38 -0.15 -0.72
H -1.56 -0.75 -2.47
H 2.60 -1.59 -0.13
H 1.37 -2.25 1.43
H -0.07 -1.59 2.06



[5]
25
Properties=species:S:1:pos:R:3 method="wB97M-V/def2-TZVPD" gap_ev="8.09 / 8.08" relative_energy_kcal_mol=83.8 total_charge=+1 energy_ha=-740.9405 spin_multiplicity=1
C -2.08 -0.41 0.96
C -1.62 -1.67 0.64
C -0.10 0.58 0.09
C 0.26 -0.70 -0.18
C -1.35 0.75 0.71
C -0.36 -1.88 0.04
C 0.85 1.71 -0.20
C 2.44 0.05 -1.16
C -1.84 2.11 1.09
C 0.15 -3.23 -0.29
N 1.78 1.35 -1.32
I 3.99 0.02 0.27
H -3.05 -0.32 1.43
H -2.22 -2.54 0.86
H 0.31 2.62 -0.46
H 1.46 1.91 0.69
H 2.67 -0.45 -2.08
H -2.81 2.03 1.58
H -1.15 2.59 1.78
H -1.95 2.75 0.22
H 0.44 -3.29 -1.33
H 1.03 -3.45 0.31
H -0.60 -3.99 -0.09
H 1.24 1.32 -2.19
H 2.46 2.12 -1.40



[6]
30
Properties=species:S:1:pos:R:3 method="wB97M-V/def2-TZVPD" gap_ev="7.24 / 5.29" s_squared=0.815 relative_energy_kcal_mol=7.3 total_charge=0 energy_ha=-1009.7915 spin_multiplicity=2
In 1.25 -11.08 -1.54
C 3.96 -8.46 1.93
C 2.92 -8.81 0.94
C 2.97 -7.94 -0.41
O 2.39 -8.33 -1.41
C 3.71 -6.71 -0.38
C 4.57 -6.43 0.65
C 4.73 -7.36 1.82
O 5.51 -7.12 2.86
O 5.09 -5.26 0.50
O 2.25 -9.83 0.95
H 4.02 -9.19 2.72
H 3.48 -6.04 -1.19
C -3.85 -10.30 -2.22
C -2.37 -10.78 -2.21
C -2.08 -11.52 -3.53
O -0.69 -12.02 -3.60
C -0.54 -12.88 -4.73
N -1.48 -9.60 -2.09
H -4.11 -9.65 -3.06
H -4.14 -9.70 -1.36
H -4.53 -11.14 -2.18
H -2.40 -11.43 -1.34
H -2.29 -10.78 -4.31
H -2.68 -12.41 -3.68
H -0.87 -12.40 -5.65
H -1.20 -13.75 -4.71
H 0.50 -13.17 -4.86
H -1.72 -9.06 -2.91
H -1.83 -9.04 -1.32